No. 1
ORCA calculation (ωB97M-V/def2-TZVPD) on C22H30N2O2 in the gas phase.

Cartesian coordinates (Å):
O 3.5311 -1.1918 -1.5919
O -0.1033 -4.3679 -2.3064
N -0.9919 0.4558 -0.1641
N 1.0058 -1.6721 -0.5129
C -1.0462 4.0508 2.9289
C 0.4669 -0.9692 -1.6832
C 0.8712 -3.8907 -1.4938
C -0.4597 5.2768 3.2417
C 1.8426 -5.1038 -3.0840
C 0.4700 -3.0198 -0.3493
C -0.5209 3.2699 1.8083
C 2.0892 -4.3152 -1.9323
C -1.2222 2.6156 0.8825
C 2.7830 -0.7222 -2.6808
C -0.4821 -0.3097 0.9589
C -2.5553 4.3518 4.7862
C 0.4930 -5.1078 -3.2691
C 1.5070 0.0079 -2.2493
C -2.7158 2.5899 0.7966
C -0.9293 6.0383 4.2943
C -0.3656 -5.7591 -4.2934
C -1.9831 5.5804 5.0683
C -2.0925 3.5923 3.7270
C -0.9011 -0.3100 -1.3897
C -0.5250 1.8306 -0.2012
C 0.9257 -0.8605 0.6952
H 2.5153 -1.5567 -3.3492
H -1.1864 0.3267 -2.2293
H -2.5238 2.6220 3.5341
H 1.0759 0.5127 -3.1156
H -0.9471 -5.0136 -4.8348
H -3.1623 3.3843 1.3881
H -3.0226 2.7013 -0.2419
H -3.3654 3.9807 5.3977
H 3.0418 -4.0929 -1.4977
H 1.2606 -1.4638 1.5416
H -1.6496 -1.1087 -1.3105
H -2.3488 6.1738 5.8934
H -0.6275 -3.0469 -0.2719
H 0.2975 -1.7273 -2.4573
H 0.2559 -6.3054 -4.9961
H -0.4761 0.3283 1.8444
H -0.4702 6.9910 4.5161
H 0.5610 3.2750 1.7296
H -0.7969 2.2462 -1.1763
H -1.0633 -6.4501 -3.8216
H 3.4379 -0.0396 -3.2301
H -1.1749 -1.1398 1.1377
H 0.5652 1.9304 -0.0834
H -3.0940 1.6292 1.1428
H 0.8908 -3.4231 0.5775
H 2.8997 -1.6516 -1.0109
H 1.7774 0.7649 -1.5143
H 0.3633 5.6367 2.6402
H 2.5733 -5.6003 -3.6891
H 1.6272 -0.0296 0.5825

Its charge is 0. The frontier orbital gap comes out at 0.3165 Eh. As for the SMILES: C/C(=C\c1ccccc1)CN1CCN(Cc2ccc(C)o2)[C@H](CCO)C1.

Just the natural (NBO) charges please, in e? Sure, here they are:
1 O -0.75
2 O -0.42
3 N -0.46
4 N -0.48
5 C -0.08
6 C -0.07
7 C 0.26
8 C -0.19
9 C -0.32
10 C -0.26
11 C -0.23
12 C -0.29
13 C 0.04
14 C -0.06
15 C -0.25
16 C -0.23
17 C 0.28
18 C -0.43
19 C -0.66
20 C -0.21
21 C -0.65
22 C -0.22
23 C -0.15
24 C -0.22
25 C -0.24
26 C -0.24
27 H 0.15
28 H 0.20
29 H 0.20
30 H 0.21
31 H 0.22
32 H 0.22
33 H 0.22
34 H 0.21
35 H 0.24
36 H 0.21
37 H 0.19
38 H 0.21
39 H 0.19
40 H 0.21
41 H 0.23
42 H 0.22
43 H 0.21
44 H 0.20
45 H 0.20
46 H 0.22
47 H 0.18
48 H 0.19
49 H 0.17
50 H 0.23
51 H 0.22
52 H 0.49
53 H 0.20
54 H 0.21
55 H 0.23
56 H 0.20



No. 2
ORCA calculation (ωB97M-V/def2-TZVPD) on C22H30N2O5 in the gas phase.

Cartesian coordinates (Å):
O 4.2113 0.7289 4.4290
O -3.2040 -2.7396 -0.5609
O 1.3195 2.8316 0.5507
O -1.3593 1.6044 -1.3841
O -4.0194 -4.0443 -2.1496
N 3.5844 -0.3724 1.8897
N 1.3199 1.2424 -1.0662
C -1.6839 -0.3925 1.6952
C -4.9676 0.4281 -4.5048
C 4.8406 -0.6740 2.5517
C 2.1226 -0.8440 -0.0394
C -2.6824 0.4498 -3.4037
C 2.9783 0.9939 3.8010
C -2.6268 -1.5859 -0.1663
C 5.2095 0.4955 3.4657
C 0.7861 2.2682 -0.3798
C -1.3834 0.6566 0.8310
C -1.7007 0.6062 -0.5163
C -3.4613 0.3195 -4.7128
C 2.4899 0.5291 -0.6112
C -1.3444 -0.3046 3.1492
C -0.5933 2.6917 -0.9095
C -2.3711 -0.5219 -1.0537
C 2.5538 -0.1585 2.8912
C -3.3560 -1.8708 -2.7812
C -3.5564 -2.9674 -1.8640
C 3.2250 -1.3583 0.8888
C -2.2930 -1.5203 1.1824
C -2.8167 -0.6813 -2.4252
H 3.0502 1.9111 3.1985
H 5.6195 -0.8042 1.7973
H -3.0004 1.3683 -2.9075
H 4.7721 -1.5977 3.1543
H 2.2526 1.1402 4.6029
H -0.7751 0.5951 3.3672
H -3.1398 1.1304 -5.3707
H 0.7661 0.8130 -1.7929
H 1.6213 0.1134 2.3988
H -2.2577 -0.2902 3.7424
H -3.2142 -0.6163 -5.2158
H -3.6907 -2.0728 -3.7840
H 2.3894 -1.0676 3.4984
H 1.9676 -1.5684 -0.8414
H -1.6191 0.5690 -3.6322
H -1.1193 3.2571 -0.1322
H 2.9416 1.1316 0.1794
H -0.4574 3.3415 -1.7791
H -5.2194 1.3932 -4.0698
H -5.4887 0.3357 -5.4546
H 2.9010 -2.3118 1.3429
H 4.1208 -1.5566 0.2940
H 5.3523 1.3966 2.8505
H -5.3299 -0.3496 -3.8378
H -0.8845 1.5203 1.2388
H 1.1829 -0.7578 0.5099
H -2.5231 -2.3683 1.8066
H 6.1264 0.2804 4.0173
H -0.7653 -1.1727 3.4580
H 3.1995 0.4269 -1.4362

Its charge is 0. The frontier orbital gap comes out at 0.3245 Eh. As for the SMILES: CCCc1cc(=O)oc2cc(C)cc(OCC(=O)NCCCN3CCOCC3)c12.

Just the natural (NBO) charges please, in e? Sure, here they are:
1 O -0.52
2 O -0.46
3 O -0.62
4 O -0.51
5 O -0.57
6 N -0.45
7 N -0.61
8 C 0.06
9 C -0.61
10 C -0.24
11 C -0.41
12 C -0.44
13 C -0.08
14 C 0.36
15 C -0.07
16 C 0.65
17 C -0.34
18 C 0.35
19 C -0.39
20 C -0.25
21 C -0.64
22 C -0.16
23 C -0.16
24 C -0.26
25 C -0.36
26 C 0.74
27 C -0.21
28 C -0.28
29 C 0.10
30 H 0.18
31 H 0.20
32 H 0.23
33 H 0.17
34 H 0.19
35 H 0.22
36 H 0.21
37 H 0.40
38 H 0.21
39 H 0.23
40 H 0.20
41 H 0.23
42 H 0.17
43 H 0.21
44 H 0.23
45 H 0.21
46 H 0.25
47 H 0.22
48 H 0.20
49 H 0.21
50 H 0.17
51 H 0.20
52 H 0.17
53 H 0.21
54 H 0.23
55 H 0.21
56 H 0.23
57 H 0.19
58 H 0.23
59 H 0.19



No. 3
ORCA calculation (ωB97M-V/def2-TZVPD) on C22H30N4O3 in the gas phase.

Cartesian coordinates (Å):
O 2.6024 -2.8976 2.8239
O -2.5444 -0.9023 3.4372
O -1.5770 0.7623 -2.3738
N 1.4437 5.1272 -2.5942
N 0.6052 0.9421 -1.8744
N -2.6300 -1.0617 1.1941
N 2.6218 4.7352 -3.0839
C -1.0292 -3.5239 2.7613
C 0.2429 -3.3567 3.2789
C 1.0840 -3.0542 1.0524
C -1.2693 -3.4480 1.3974
C -2.6722 -3.5150 0.8607
C -2.3108 -0.5796 -0.1314
C -2.1921 -0.5002 2.3412
C -0.7139 4.0810 -2.0595
C 0.6821 4.0496 -2.5662
C -0.6731 0.6317 -1.5650
C -1.1871 0.6367 2.2431
C 3.8646 2.7593 -3.9284
C 2.8953 -2.9567 4.1985
C -0.1903 -3.2229 0.5505
C -1.0068 1.2443 0.8602
C -0.9501 0.1087 -0.1610
C 2.6497 3.4148 -3.3788
C 1.3961 2.9285 -3.0566
C 1.3121 -3.1061 2.4268
C 1.7502 0.8670 -1.0014
C 0.8824 1.5331 -3.1781
C -3.4538 -2.2509 1.2752
H 2.6108 0.5345 -1.5855
H 3.6053 1.8160 -4.4012
H 1.9236 -2.8765 0.3976
H -3.0785 0.1248 -0.4773
H -0.0989 1.8496 0.8382
H 1.6120 0.9056 -3.7015
H -4.3388 -2.1269 0.6441
H -0.3458 -3.1783 -0.5189
H 1.5953 0.1633 -0.1894
H -2.6454 -3.6032 -0.2270
H -0.2398 0.2095 2.5888
H 0.3824 -3.4124 4.3465
H 3.3610 5.4077 -3.2093
H 4.5872 2.5606 -3.1355
H -3.7650 -2.3334 2.3182
H -3.1956 -4.3874 1.2557
H 3.9642 -2.7649 4.2806
H -1.3197 3.3308 -2.5618
H -1.8499 -3.6972 3.4398
H 1.9868 1.8488 -0.5797
H -0.7303 3.8695 -0.9899
H -1.4785 1.3942 2.9728
H -2.3106 -1.4248 -0.8220
H -1.8501 1.8942 0.6169
H 4.3410 3.3997 -4.6688
H -0.1929 -0.6210 0.1389
H 2.6725 -3.9443 4.6149
H -1.1394 5.0681 -2.2169
H -0.0600 1.5201 -3.7317
H 2.3465 -2.1939 4.7604

Its charge is 0. The frontier orbital gap comes out at 0.3292 Eh. As for the SMILES: COc1ccc(CCN2C[C@@H](C(=O)N(C)Cc3c(C)n[nH]c3C)CCC2=O)cc1.

Just the natural (NBO) charges please, in e? Sure, here they are:
1 O -0.51
2 O -0.65
3 O -0.65
4 N -0.28
5 N -0.43
6 N -0.45
7 N -0.33
8 C -0.16
9 C -0.32
10 C -0.29
11 C -0.05
12 C -0.43
13 C -0.19
14 C 0.69
15 C -0.65
16 C 0.15
17 C 0.70
18 C -0.49
19 C -0.65
20 C -0.25
21 C -0.20
22 C -0.40
23 C -0.33
24 C 0.16
25 C -0.17
26 C 0.36
27 C -0.41
28 C -0.23
29 C -0.22
30 H 0.20
31 H 0.23
32 H 0.22
33 H 0.21
34 H 0.21
35 H 0.19
36 H 0.20
37 H 0.21
38 H 0.22
39 H 0.20
40 H 0.23
41 H 0.22
42 H 0.40
43 H 0.22
44 H 0.25
45 H 0.22
46 H 0.20
47 H 0.24
48 H 0.22
49 H 0.20
50 H 0.22
51 H 0.24
52 H 0.21
53 H 0.21
54 H 0.22
55 H 0.23
56 H 0.18
57 H 0.23
58 H 0.26
59 H 0.18



Results for ΔE to the lowest compared entry with this formula, charge and spin: 67.8, 39.9, 22.9 (in kcal/mol, following the order of the records).